Record 1
An isolated molecule of C3H7NOS in a non-equilibrium geometry. Source: the OMol25 dataset; level of theory: wB97M-V/def2-TZVPD.

Summary:
HOMO-LUMO gap (spin up / spin down)	9.088 / 9.087	eV
energy relative to the best compared isomer or geometry (same formula, charge and spin)	193.4	kJ/mol
LUMO level (spin up / spin down)	0.347 / 0.346	eV
structure (SMILES)	CNCC(O)=S

Each line ends with the Mulliken charge.
Element x y z (Å)
C: 0.7234 -1.1685 -0.7237  -0.727
N: -0.6338 -0.7511 -0.4521  -0.534
C: -0.6536 0.7112 -0.3274  -0.493
C: -0.1510 1.1908 1.1150  0.251
O: 0.1546 0.2395 2.1241  -0.462
S: 0.1526 2.7757 1.4655  -0.280
H: 1.2818 -0.9390 0.2343  0.198
H: 0.7013 -2.2158 -0.8945  0.370
H: 1.2882 -0.5291 -1.5802  0.245
H: -1.2821 -1.0414 -1.1567  0.276
H: -0.1371 1.1945 -1.1510  0.364
H: -1.5881 1.1430 -0.2750  0.415
H: 0.1436 -0.6097 1.6218  0.378

---

Record 2
A 2-piece molecular cluster, C3H7NOS overall in a non-equilibrium geometry. Source: the OMol25 dataset; level of theory: wB97M-V/def2-TZVPD.

Summary:
HOMO-LUMO gap	9.239	eV
energy relative to the best compared isomer or geometry (same formula, charge and spin)	501.4	kJ/mol
LUMO level	0.778	eV
structure (SMILES)	C1=CC1.NSO

Each line ends with the Mulliken charge.
Element x y z (Å)
C: -2.0963 0.0983 -0.4315  -0.423
C: -1.1754 0.8030 0.1984  -0.372
C: -1.8865 -0.2089 1.0347  -0.522
H: -2.8441 0.1825 -1.1114  0.363
H: -0.5485 1.5915 0.2298  0.519
H: -2.5589 0.2045 1.7389  0.235
H: -1.1989 -0.9878 1.3414  0.165
N: 2.4534 0.5567 -0.3457  -0.459
S: 1.5460 -0.6437 0.4123  0.152
O: 2.0618 -1.9270 -0.5326  -0.471
H: 1.7184 1.2275 -0.5304  0.271
H: 3.3406 0.8192 0.0844  0.248
H: 1.7277 -2.1417 -1.3721  0.294

---

Record 3
A 2-piece molecular cluster, C3H7NOS overall in a non-equilibrium geometry. Source: the OMol25 dataset; level of theory: wB97M-V/def2-TZVPD.

Summary:
HOMO-LUMO gap	9.023	eV
energy relative to the best compared isomer or geometry (same formula, charge and spin)	199.4	kJ/mol
LUMO level	0.769	eV
structure (SMILES)	C1=NSCC1.O

Each line ends with the Mulliken charge.
Element x y z (Å)
C: 0.1494 0.1956 1.6450  -0.084
N: 1.3784 0.4139 1.5298  -0.372
S: 1.8382 0.8914 0.0063  -0.049
C: 0.0777 1.3958 -0.5522  -0.593
C: -0.7789 0.5271 0.4006  -0.428
H: -0.1882 -0.3255 2.5739  0.354
H: 0.1065 1.2694 -1.6625  0.331
H: 0.0494 2.4668 -0.4019  0.304
H: -0.8793 -0.4316 -0.1879  0.168
H: -1.7514 0.7849 0.8219  0.365
O: 0.9183 -2.0255 -0.8273  -0.598
H: 1.1560 -2.6854 -0.1731  0.303
H: 1.4994 -1.6281 -1.4353  0.299

---

Record 4
A 2-piece molecular cluster, C3H7NOS overall in a non-equilibrium geometry. Source: the OMol25 dataset; level of theory: wB97M-V/def2-TZVPD.

Summary:
HOMO-LUMO gap	4.306	eV
energy relative to the best compared isomer or geometry (same formula, charge and spin)	668.7	kJ/mol
LUMO level	-3.655	eV

Each line ends with the Mulliken charge.
Element x y z (Å)
O: -2.4116 -0.1186 -0.8592  -0.455
C: -1.1490 -0.2667 -0.7084  0.083
C: -0.7212 -0.1016 0.7376  0.225
C: -0.5026 1.1577 -0.0725  -0.661
S: 2.2791 0.1485 -1.3058  -0.522
N: 0.4139 -0.8513 1.2262  -0.356
H: -0.5977 -0.9393 -1.4361  0.332
H: -1.5474 -0.0269 1.4806  0.356
H: 0.5093 1.6024 -0.0098  0.264
H: -1.3767 1.8384 -0.3948  0.259
H: 3.3610 -0.4999 -1.7367  0.081
H: 0.3747 -1.1846 2.1644  0.248
H: 1.3683 -0.7583 0.9145  0.146

---

Record 5
C3H7NOS as an isolated structure in a non-equilibrium geometry. Source: the OMol25 dataset; level of theory: wB97M-V/def2-TZVPD.

Summary:
HOMO-LUMO gap	9.231	eV
energy relative to the best compared isomer or geometry (same formula, charge and spin)	339.3	kJ/mol
LUMO level	0.732	eV

Each line ends with the Mulliken charge.
Element x y z (Å)
C: 1.8030 -0.5045 -0.5736  -0.725
C: 0.9283 -0.3591 0.8017  -0.398
C: -1.4226 0.0597 0.1646  0.344
H: 0.8896 -0.3688 -1.5378  0.206
H: 2.5988 0.2868 -0.8406  0.295
H: 2.1500 -1.7985 -0.5694  0.259
H: 0.5498 -1.3326 1.0789  0.345
H: 1.3986 0.2364 1.5376  0.264
H: -3.1995 1.5722 0.0260  0.288
H: -1.3701 2.0170 -0.2506  0.275
N: -2.0879 1.2456 -0.2526  -0.477
O: -0.2290 0.4916 0.4048  -0.363
S: -2.0091 -1.5459 0.0110  -0.314

---

Record 6
An isolated molecule of C3H7NOS in a non-equilibrium geometry. Source: the OMol25 dataset; level of theory: wB97M-V/def2-TZVPD.

Summary:
HOMO-LUMO gap	9.967	eV
energy relative to the best compared isomer or geometry (same formula, charge and spin)	175.5	kJ/mol
LUMO level	0.777	eV
structure (SMILES)	C/C(CO)=N/S

Each line ends with the Mulliken charge.
Element x y z (Å)
C: -1.4385 -1.0657 -0.1522  -1.059
C: -0.1402 -0.2654 0.0851  0.845
C: -0.1679 1.1320 0.5296  -0.789
O: 0.1300 1.9808 -0.5429  -0.437
N: 0.9242 -0.8808 -0.2250  -0.446
S: 2.4272 -0.0897 0.0166  -0.187
H: -1.9285 -1.2784 0.8120  0.270
H: -1.1470 -1.9635 -0.7303  0.323
H: -2.1371 -0.5208 -0.8090  0.310
H: 0.5999 1.2643 1.3512  0.333
H: -1.1726 1.3239 0.8812  0.276
H: 0.8987 1.5700 -0.9516  0.385
H: 3.1518 -1.2068 -0.2645  0.175

---

Record 7
An isolated molecule of C3H7NOS in a non-equilibrium geometry. Source: the OMol25 dataset; level of theory: wB97M-V/def2-TZVPD.

Summary:
HOMO-LUMO gap	9.863	eV
energy relative to the best compared isomer or geometry (same formula, charge and spin)	91.5	kJ/mol
LUMO level	0.729	eV
structure (SMILES)	CCSNC=O

Each line ends with the Mulliken charge.
Element x y z (Å)
C: 1.3851 -1.1482 0.1486  -0.908
C: 0.4862 -0.6483 -1.0217  -0.538
S: -1.3317 -0.5838 -0.7062  -0.044
N: -1.5558 0.4740 0.5773  -0.244
C: -1.2560 1.8323 0.4730  0.079
O: -0.9168 2.4061 -0.5365  -0.488
H: 2.4482 -0.8882 -0.0270  0.308
H: 1.2469 -2.2358 0.3506  0.260
H: 1.0230 -0.5700 1.0093  0.255
H: 0.5995 -1.3608 -1.7929  0.339
H: 0.7575 0.3276 -1.3763  0.364
H: -1.5205 -0.0005 1.4700  0.286
H: -1.3658 2.3956 1.4317  0.331

---

Record 8
An isolated molecule of C3H7NOS2 in a non-equilibrium geometry. Source: the OMol25 dataset; level of theory: wB97M-V/def2-TZVPD.

Summary:
HOMO-LUMO gap	8.545	eV
energy relative to the best compared isomer or geometry (same formula, charge and spin)	287.4	kJ/mol
LUMO level	0.454	eV
structure (SMILES)	N[C@@H](C=O)CSS

Each line ends with the Mulliken charge.
Element x y z (Å)
N: -1.0028 -1.0321 0.5856  -0.608
C: 0.0444 -0.0302 0.9689  0.266
C: 1.3590 -0.8975 1.2157  0.030
O: 2.2680 -0.8143 0.4226  -0.469
C: 0.4517 1.1019 -0.0847  -0.812
S: -0.8831 1.7455 -1.0931  -0.027
S: -1.2607 0.5115 -2.7580  -0.209
H: -1.0440 -1.6491 -0.2936  0.242
H: -1.0465 -1.8409 1.2965  0.273
H: -0.1493 0.5909 1.8864  0.241
H: 1.2331 -1.7229 1.9717  0.314
H: 0.9299 2.0036 0.2001  0.352
H: 0.9106 0.4276 -0.9026  0.249
H: -1.8106 1.6058 -3.4155  0.160

---

Record 9
C3H7NOS2 as an isolated structure in a non-equilibrium geometry. Source: the OMol25 dataset; level of theory: wB97M-V/def2-TZVPD.

Summary:
HOMO-LUMO gap	8.174	eV
energy relative to the best compared isomer or geometry (same formula, charge and spin)	560.2	kJ/mol
LUMO level	0.090	eV

Each line ends with the Mulliken charge.
Element x y z (Å)
C: -1.4232 0.6087 1.6852  -0.625
C: 0.0487 0.8658 -0.6422  0.073
C: 1.6182 -0.8758 -0.8671  -0.905
H: -0.3100 0.8604 2.0826  0.250
H: -2.2339 1.4588 2.0521  0.264
H: -1.5773 -0.5594 2.0770  0.252
H: 1.5171 -1.3701 -1.9070  0.286
H: 2.5012 -0.0623 -0.8766  0.301
H: 1.8627 -1.6814 -0.0848  0.253
H: -1.3961 -0.7482 -0.9954  0.416
N: 0.4060 -0.4418 -0.6117  0.391
O: -0.4921 -1.3289 -0.4248  -0.521
S: -1.5170 1.2323 -0.0290  -0.092
S: 0.9957 2.0421 -1.4585  -0.345